[1]
Below is a molecular structure, C16H42ClCoIP3 at a distorted geometry, with properties calculated with the ωB97M-V functional and the def2-TZVPD basis.

Atoms and positions in Å:
I: 1.141031 0.181536 0.772071
Co: 0.079275 0.044072 -4.088433
Cl: 1.159802 -0.005775 -6.006840
P: 0.747602 1.988056 -3.570726
P: 0.612537 -1.875375 -3.438076
P: -0.427212 -0.107092 2.614068
C: -2.122800 -0.230812 1.876805
C: -3.092917 -1.025087 2.753506
C: -2.753758 1.113082 1.516369
C: 1.356985 1.636363 3.905653
C: -0.722738 0.140863 -1.977557
C: 2.550912 2.311839 -3.623846
C: -0.110206 -2.950915 -4.727358
C: -0.127764 1.470468 3.539145
C: 2.397067 -2.293115 -3.486866
C: -1.023589 1.745042 4.755674
C: 0.084694 3.083940 -4.870139
C: -0.416349 -1.719553 4.938492
C: 1.546568 -2.037670 3.360250
C: 0.199866 -2.843049 -1.935776
C: 0.059334 -1.664311 3.467657
C: 0.358144 3.005869 -2.081264
H: 1.690235 0.838002 4.582263
H: -0.718289 2.974509 -1.881044
H: -2.076983 1.806026 1.010086
H: -0.045512 -2.662684 5.355375
H: 1.457247 2.587809 4.438261
H: -0.297513 0.980548 -1.434926
H: 0.209362 -3.976991 -4.508826
H: 2.822486 -2.100140 -2.497094
H: -0.845212 1.036922 5.575817
H: -1.930503 -0.791396 0.946479
H: 0.900155 2.616583 -1.210455
H: -2.091272 1.749655 4.511242
H: 0.015902 -0.902672 5.531253
H: 2.988123 2.047920 -2.656457
H: -0.494005 -2.440831 2.898954
H: 2.455330 -3.360570 -3.732476
H: -2.794595 -2.071389 2.876048
H: -4.085232 -1.008121 2.284017
H: 0.305682 -3.905742 -2.194338
H: -0.357128 2.228047 2.779062
H: 2.899748 -1.694090 -4.249778
H: -1.812360 0.313941 -2.014837
H: 0.392182 2.708877 -5.852863
H: -3.205346 -0.568511 3.745951
H: -1.509101 -1.700211 5.055928
H: 2.681177 3.382561 -3.820919
H: 2.040442 1.668379 3.044485
H: 3.005264 1.719830 -4.421121
H: -0.751070 2.741511 5.123415
H: 0.478928 4.093233 -4.705288
H: -3.176027 1.590691 2.409762
H: -3.596997 0.929024 0.842467
H: 0.887072 -2.581155 -1.122296
H: -1.206660 -2.874417 -4.685020
H: 1.739277 -2.874607 4.033741
H: 1.865764 -2.355822 2.362132
H: 0.248248 -2.632874 -5.714185
H: 0.650651 4.045522 -2.274553
H: -0.586047 -0.743114 -1.361429
H: -0.832638 -2.667207 -1.621186
H: 2.195056 -1.209604 3.666435
H: -1.012299 3.094193 -4.806911

Forces on the atoms, in the same order (eV/Å):
I -0.2 -0.2 0.7
Co -2.1 0.4 -1.6
Cl -0.4 0.0 0.1
P 2.1 4.6 1.1
P 2.0 -4.7 1.3
P 0.4 0.5 0.0
C 0.1 -0.2 -0.2
C -0.1 -0.2 0.3
C 0.0 0.3 0.0
C 0.2 -0.1 0.2
C -1.3 0.2 0.6
C -0.2 -0.3 -0.3
C -0.2 0.3 -0.2
C 0.2 0.0 -0.2
C -0.2 0.3 -0.3
C -0.1 -0.2 0.2
C -0.2 -0.3 -0.2
C 0.0 0.2 0.0
C 0.4 0.3 0.0
C -0.4 0.1 0.0
C -0.3 -0.7 -0.3
C -0.3 -0.3 -0.1
H 0.0 0.2 -0.1
H 0.2 0.1 0.0
H 0.0 0.0 0.1
H -0.2 0.2 0.0
H 0.0 -0.2 -0.1
H -0.1 -0.3 -0.3
H -0.2 0.2 -0.1
H 0.1 -0.1 -0.2
H -0.1 0.2 -0.3
H 0.0 0.1 0.2
H -0.1 0.2 -0.2
H 0.2 0.0 0.1
H -0.1 -0.3 -0.1
H 0.0 0.0 -0.2
H 0.1 0.4 0.2
H 0.2 0.2 0.1
H -0.1 0.2 0.0
H 0.3 0.0 0.1
H 0.1 0.3 0.1
H -0.1 -0.1 0.0
H 0.1 -0.2 0.1
H 0.1 0.0 -0.4
H -0.1 0.2 0.2
H 0.0 -0.1 -0.2
H 0.4 0.1 -0.1
H 0.1 -0.2 0.1
H -0.4 0.0 0.3
H 0.1 0.2 0.1
H -0.2 -0.2 -0.1
H -0.1 -0.2 -0.1
H 0.2 0.0 -0.2
H 0.2 0.0 0.1
H -0.2 -0.1 -0.2
H 0.3 -0.2 -0.1
H -0.1 0.1 0.0
H -0.3 0.2 0.1
H -0.2 -0.2 0.2
H 0.0 -0.3 0.0
H 0.1 0.1 -0.3
H 0.1 -0.2 0.0
H -0.1 -0.2 0.0
H 0.3 0.1 -0.1

Output
* highest occupied orbital energy (spin up / spin down): -13.0 / -15.5 eV
* 2S+1: 5
* lowest unoccupied orbital energy (spin up / spin down): -6.2 / -7.4 eV
* charge: +2
* relative energy (zero: lowest compared OMol25 entry of this formula, charge and spin): 19.2 kcal/mol
* <S²>: 6.019

Atom charges from the Mulliken analysis, given in e for atoms 1 to 6: I 0.028; Co -0.454; Cl -0.392; P 1.327; P 1.482; P -0.070

[2]
Below is 5 unconnected molecules or ions with the total composition C4H18N2O6 at a distorted geometry, with properties calculated with the ωB97M-V functional and the def2-TZVPD basis.

Atoms and positions in Å:
O: -1.757754 -1.582903 -1.900613
O: 2.188037 -1.904845 -0.838865
O: -2.539818 0.943269 -1.338705
O: -0.627967 1.632433 2.274324
O: -0.305818 2.850299 -0.680349
O: 2.287985 1.753196 1.423681
N: -1.011415 -1.367058 1.896646
N: 1.251590 0.082513 -0.486724
C: -0.051013 -0.664588 -0.382079
C: 2.350228 -0.717842 -0.679640
C: -0.011614 -1.649481 0.863767
C: -0.446780 -1.360983 -1.697345
H: 3.264923 1.648652 1.442513
H: 0.138059 -0.831230 -2.440339
H: 0.902563 -1.895890 1.243444
H: 1.350720 1.104854 -0.204280
H: -1.012967 -2.010293 2.622166
H: -0.846894 3.581949 -0.866638
H: -0.383680 -2.683956 0.591859
H: 0.281189 1.929652 2.298852
H: -0.882949 -0.401834 2.158440
H: -2.302298 0.021239 -1.428311
H: 2.024994 1.505137 2.304058
H: -0.831513 1.664521 1.356468
H: -0.884749 0.174467 -0.152560
H: -3.191374 1.045220 -2.185422
H: -1.819709 -2.360518 -1.229018
H: 3.429569 -0.302895 -0.876043
H: 0.102443 -2.410502 -1.744408
H: -0.663990 2.207416 -1.344879

Forces on the atoms, in the same order (eV/Å):
O -2.2 -2.4 1.9
O 0.6 -1.0 0.1
O -2.7 1.5 -3.4
O 0.2 -0.2 1.3
O 0.6 -2.3 -0.7
O 1.4 0.4 -0.1
N 0.0 2.5 -2.4
N 0.3 0.8 0.0
C -0.9 1.6 2.3
C 0.3 0.9 -1.0
C -4.1 -1.8 -1.4
C 5.8 -1.9 0.3
H -0.9 0.2 -0.1
H -0.9 0.5 -0.9
H 2.9 0.3 0.8
H -0.3 -2.2 -0.5
H 0.2 -1.0 1.6
H -1.0 1.8 0.0
H 0.6 0.8 -0.8
H 0.0 0.3 0.0
H -0.3 0.0 1.0
H 0.0 -0.9 0.0
H 0.0 -0.4 0.6
H -0.5 0.3 -1.4
H 2.0 -2.0 -0.4
H 2.3 -0.2 3.2
H -1.2 1.8 -1.8
H -1.9 0.1 0.8
H -0.8 2.0 0.4
H 0.3 0.4 0.9

Output
* highest occupied orbital energy: -8.7 eV
* 2S+1: 1
* lowest unoccupied orbital energy: 0.3 eV
* charge: 0
* relative energy (zero: lowest compared OMol25 entry of this formula, charge and spin): 72.3 kcal/mol
* SMILES: NC[C@H](CO)NC=O.O.O.O.O

Atom charges from the Mulliken analysis, given in e for atoms 1 to 6: O -0.594; O -0.503; O -0.700; O -0.715; O -0.610; O -0.625

[3]
Below is C13H20N2O3S in the gas phase, with properties calculated with the ωB97M-V functional and the def2-TZVPD basis.

Atoms and positions in Å:
S: 4.226976 -4.722988 3.357285
O: -0.018657 0.363621 -1.078242
O: 4.373950 -0.379328 1.110264
O: 0.801885 -1.715103 -1.139924
N: 2.170608 -3.437687 2.359991
N: 4.197348 -2.377259 2.140234
C: 0.912339 0.812013 1.470466
C: 0.043946 -2.639000 1.565275
C: 3.513341 -3.463502 2.585641
C: -2.470417 1.914306 -1.669663
C: -1.474231 1.373289 -2.693038
C: -4.095033 3.762245 -1.103680
C: 3.655042 -1.285278 1.470511
C: 1.619100 -0.173720 0.534443
C: -3.101606 3.226706 -2.127350
C: 1.511680 -2.421039 1.718299
C: 0.761330 -0.620060 -0.638266
C: 2.209316 -1.348169 1.269160
C: -0.822026 0.080687 -2.226250
H: 2.471815 0.357587 0.088010
H: 0.068938 0.349673 1.977319
H: 1.617070 1.160095 2.221355
H: -1.575701 -0.666919 -1.953081
H: -0.183013 -0.349667 -3.004927
H: -3.256877 1.173871 -1.504730
H: 5.200371 -2.369550 2.290117
H: -2.315690 3.967017 -2.291402
H: -0.693524 2.114870 -2.870079
H: -3.611409 3.068794 -3.080479
H: -1.981284 1.178943 -3.639575
H: -0.133077 -3.250393 0.680125
H: -0.486637 -1.702932 1.431721
H: -0.357357 -3.156645 2.434915
H: 0.553816 1.666561 0.904718
H: -1.954507 2.070964 -0.720716
H: -3.601008 3.945948 -0.152090
H: -4.897783 3.046630 -0.939703
H: 1.654361 -4.250243 2.671521
H: -4.533398 4.695659 -1.448177

Forces on the atoms, in the same order (eV/Å):
S 0.3 -0.4 0.2
O -0.1 0.4 0.1
O 0.2 0.2 -0.1
O -0.1 0.0 -0.1
N 0.1 0.0 0.0
N 0.0 -0.1 0.0
C 0.1 0.0 -0.2
C 0.0 -0.1 -0.1
C 0.0 -0.1 0.1
C 0.1 0.2 -0.4
C 0.0 -0.3 0.6
C 0.1 0.0 -0.2
C -0.3 -0.2 0.1
C -0.1 -0.1 0.1
C -0.1 -0.2 0.3
C 0.3 0.6 -0.2
C 0.3 -0.2 0.1
C -0.2 0.0 -0.1
C -0.2 -0.1 -0.6
H -0.1 -0.1 0.0
H -0.1 0.0 0.1
H 0.0 0.0 0.1
H 0.1 0.1 0.0
H -0.1 0.0 0.1
H 0.0 -0.1 0.1
H -0.2 0.0 0.0
H 0.0 0.0 -0.1
H 0.0 0.0 -0.1
H 0.0 0.0 -0.1
H 0.0 0.0 -0.1
H 0.0 0.0 0.0
H -0.1 0.0 0.0
H 0.0 0.0 0.1
H -0.1 0.1 0.0
H 0.0 0.0 0.1
H 0.0 0.0 0.1
H -0.1 0.0 0.1
H 0.2 0.1 0.0
H -0.1 0.1 0.1

Output
* highest occupied orbital energy: -8.5 eV
* 2S+1: 1
* lowest unoccupied orbital energy: 0.5 eV
* charge: 0
* relative energy (zero: lowest compared OMol25 entry of this formula, charge and spin): 0.0 kcal/mol
* SMILES: CCCCCOC(=O)[C@@H](C)c1c(C)[nH]c(=S)[nH]c1=O

Atom charges from the Mulliken analysis, given in e for atoms 1 to 6: S -0.376; O -0.057; O -0.658; O -0.621; N -0.111; N -0.055

[4]
Below is a molecular structure, C8H12N2 at a distorted geometry, with properties calculated with the ωB97M-V functional and the def2-TZVPD basis.

Atoms and positions in Å:
N: -1.624783 0.696175 0.787855
N: -1.494096 -0.682783 0.201708
C: -2.919796 0.644253 0.397810
C: 1.590178 0.834582 0.749817
C: 0.802220 -1.428051 0.337557
C: 1.019897 1.434712 -0.572893
C: -2.774919 -0.558560 -0.298385
C: -0.279962 -0.833173 -0.627449
C: -0.032159 0.527520 -1.117764
C: 2.070424 -0.567737 0.473208
H: 2.237169 1.621167 0.999324
H: 1.156387 -2.473270 0.110283
H: 1.856237 1.761248 -1.214843
H: 0.827674 0.893314 1.518850
H: -3.816949 1.196618 0.520232
H: -0.715297 -1.603139 -1.453773
H: 0.462468 -1.554667 1.387322
H: -3.338667 -1.364831 -0.935296
H: 2.602891 -0.816202 -0.451151
H: 0.565387 2.332928 -0.430616
H: 2.493934 -0.848015 1.410444
H: -0.688232 0.787905 -1.792247

Forces on the atoms, in the same order (eV/Å):
N -1.3 0.2 0.0
N -0.5 -0.2 -0.1
C 0.3 -0.6 -0.8
C -1.1 1.3 -2.5
C 0.7 -1.2 0.5
C 0.6 -2.6 0.1
C -0.4 -2.2 -0.9
C -0.5 -2.5 -0.1
C 3.6 -1.6 2.8
C -1.5 -0.1 0.1
H 2.0 0.4 0.8
H -0.7 0.9 -0.4
H -0.1 -0.9 -0.3
H -0.3 -0.5 0.1
H -0.1 1.1 0.6
H 1.6 1.6 1.6
H -0.7 0.3 -0.8
H 1.1 1.9 1.3
H 0.8 1.0 0.5
H -1.5 2.8 0.9
H 1.3 -0.9 0.2
H -3.2 1.9 -3.5

Output
* highest occupied orbital energy (spin up / spin down): -8.1 / -7.5 eV
* 2S+1: 1
* lowest unoccupied orbital energy (spin up / spin down): 0.6 / -0.5 eV
* charge: 0
* relative energy (zero: lowest compared OMol25 entry of this formula, charge and spin): 170.4 kcal/mol

Atom charges from the Mulliken analysis, given in e for atoms 1 to 6: N -0.543; N 0.095; C -0.402; C -0.883; C -1.094; C -0.858

[5]
Below is a molecular structure, Cl2HNOS at a distorted geometry, with properties calculated with the ωB97M-V functional and the def2-TZVPD basis.

Atoms and positions in Å:
Cl: -1.647429 -0.267067 0.197480
Cl: -3.633370 1.673453 -1.534266
S: -3.136842 1.881977 0.377801
O: -4.217390 1.467169 1.236383
N: -0.478365 -0.120603 -0.932935
H: 0.487153 0.067091 -0.710142

Forces on the atoms, in the same order (eV/Å):
Cl 1.9 -0.7 0.2
Cl -0.3 -0.1 -1.0
S 0.6 1.6 0.4
O -1.0 -0.5 0.7
N -1.4 -0.5 -2.0
H 0.1 0.2 1.8

Output
* highest occupied orbital energy (spin up / spin down): -8.7 / -10.1 eV
* 2S+1: 1
* lowest unoccupied orbital energy (spin up / spin down): -1.3 / -1.1 eV
* charge: 0
* relative energy (zero: lowest compared OMol25 entry of this formula, charge and spin): 52.9 kcal/mol

Charges computed using Mulliken, reported in e: Cl 0.098; Cl -0.078; S 0.443; O -0.389; N -0.322; H 0.249

[6]
Below is 2 unconnected molecules or ions with the total composition CH4NO3P at a distorted geometry, with properties calculated with the ωB97M-V functional and the def2-TZVPD basis.

Atoms and positions in Å:
P: 0.096820 -1.134188 -1.338763
O: -1.291741 -1.171887 -1.816138
O: 1.293416 -0.900980 -2.155300
O: -0.415094 1.417006 -0.810497
N: -0.635659 -1.467473 1.089245
C: 0.421282 -1.715051 0.441052
H: -0.789302 1.398594 -1.759724
H: 1.333378 -2.129824 0.840917
H: -0.715025 -1.972170 1.913784
H: -1.247596 1.646315 -0.268914

Forces on the atoms, in the same order (eV/Å):
P 0.6 0.3 -0.6
O 0.7 -0.2 0.8
O -0.3 -0.1 0.7
O -2.6 0.4 -1.0
N 0.0 -0.1 -2.3
C -1.8 1.5 -0.9
H 0.9 0.1 2.1
H 0.4 -0.5 -0.4
H 0.3 -0.6 2.7
H 1.9 -0.7 -1.1

Output
* highest occupied orbital energy: -10.7 eV
* 2S+1: 1
* lowest unoccupied orbital energy: -0.5 eV
* charge: 0
* relative energy (zero: lowest compared OMol25 entry of this formula, charge and spin): 45.6 kcal/mol
* SMILES: [H]/N=C/P(=O)=O.O

Atom charges from the Mulliken analysis, given in e for atoms 1 to 6: P 0.999; O -0.549; O -0.585; O -0.694; N -0.421; C -0.109

| no. | E_tot (eV) |
| --- | --- |
| 1 | -103374.255 |
| 2 | -19703.157 |
| 3 | -33765.333 |
| 4 | -11463.849 |
| 5 | -39429.742 |
| 6 | -18022.843 |